Record 1
14
Properties=species:S:1:pos:R:3:forces:R:3 method="wB97M-V/def2-TZVPD" homo_energy_ha=-0.3344 multiplicity=1 e_tot_ha=-542.699737 e_above_lowest_kcal_mol=29.2 e_lumo_ev=0.33 homo_lumo_gap_ev=9.4 max_force_ev_per_a=3.13 smiles=CB(C)CS
C 0.755730 0.702144 1.244505 -0.14 0.67 1.70
B 0.093253 0.348708 -0.169116 1.77 -0.14 0.21
C 0.281723 1.120674 -1.490369 0.66 1.82 0.18
C -0.392086 -1.123326 -0.204402 -2.40 -1.98 -0.33
S -2.294480 -1.395511 0.276697 2.38 -1.11 1.24
H 1.313216 1.648690 1.565488 -0.79 -1.03 -1.18
H 1.427365 -0.140374 1.537974 -0.31 0.45 -0.38
H -0.038670 0.624087 2.044490 0.44 -0.06 -0.72
H -0.067172 2.161870 -1.351786 0.44 -0.11 -0.06
H -0.288013 0.757301 -2.290426 -1.00 -0.83 -1.17
H 1.323037 1.174008 -1.908303 -0.64 -0.01 0.85
H -0.347072 -1.849899 -1.064084 0.45 1.40 0.49
H 0.055833 -1.601664 0.639327 0.38 -0.52 0.40
H -1.822664 -2.426709 1.170006 -1.24 1.47 -1.23

***

Record 2
24
Properties=species:S:1:pos:R:3:forces:R:3 method="wB97M-V/def2-TZVPD" homo_energy_ha=-0.2071 multiplicity=1 e_tot_ha=-4609.086919 e_above_lowest_kcal_mol=0.0 e_lumo_ev=2.12 charge=-1 homo_lumo_gap_ev=7.8 max_force_ev_per_a=0.67
C -1.622873 -0.833012 -2.844523 -0.34 0.04 0.09
C -1.134646 0.460494 -2.197825 0.61 -0.24 -0.11
C -0.071101 0.156315 -1.113788 -0.54 0.12 0.01
I 1.538333 1.550876 -1.164655 0.00 0.15 0.06
Si -0.931443 0.042656 0.562652 0.30 -0.51 -0.10
Br -0.647304 -1.971201 1.436576 -0.04 0.34 -0.02
P -0.363072 1.521607 2.181134 0.23 -0.35 0.41
O 0.764122 1.098902 3.003656 0.06 0.08 0.11
O -1.733359 1.622513 3.069818 0.22 0.16 -0.11
O -0.276612 3.013635 1.560025 -0.41 -0.21 -0.16
H -1.703208 -1.642217 -2.119487 -0.02 -0.05 0.10
H -0.948193 -1.159946 -3.630885 0.14 -0.06 -0.02
H -2.611451 -0.697603 -3.281228 -0.04 0.00 -0.12
H -1.968626 1.016144 -1.776470 -0.07 0.15 0.02
H -0.667843 1.084508 -2.954830 -0.14 0.15 -0.12
H 0.388052 -0.807059 -1.313231 0.24 -0.04 0.08
H -2.390342 0.211429 0.381759 -0.02 0.12 -0.07
H -2.259798 2.376614 2.791262 -0.32 -0.07 -0.05
H -0.453924 3.643813 2.266093 0.24 0.34 0.08
O 4.432917 -1.611853 1.914026 -0.03 0.00 0.01
Cl 3.419217 -2.139645 1.035221 0.18 -0.04 -0.18
O 2.696867 -1.039012 0.418693 -0.16 -0.09 0.05
O 2.502580 -2.968268 1.782094 -0.05 0.00 0.03
O 4.041705 -2.929690 -0.006086 -0.03 0.01 0.02

***

Record 3
15
Properties=species:S:1:pos:R:3:forces:R:3 method="wB97M-V/def2-TZVPD" homo_energy_ha=-0.3385 multiplicity=1 e_tot_ha=-2803.153558 e_above_lowest_kcal_mol=5.8 e_lumo_ev=0.86 homo_lumo_gap_ev=10.1 max_force_ev_per_a=3.40 smiles="CC/C=N/N.Br"
C -1.661732 1.770552 -0.337895 -1.44 -1.17 0.00
C -0.428749 1.155099 0.272883 1.58 -0.92 1.85
C -0.393560 -0.329503 0.059718 2.66 1.27 -0.88
N 0.734419 -0.865685 -0.112352 1.43 0.21 -0.08
N 0.850901 -2.206172 -0.296108 3.18 -1.13 0.40
H -1.639967 1.820882 -1.483847 0.17 0.64 1.80
H -2.023963 2.624530 0.276257 0.35 -0.09 -1.21
H -2.436191 0.966623 -0.148074 0.35 0.97 -0.27
H -0.480368 1.008760 1.424943 -0.24 1.54 -1.37
H 0.612189 1.602529 0.051659 -1.84 -0.61 0.20
H -1.237475 -0.917917 0.188850 -1.99 -1.03 0.11
H 1.682632 -2.718238 0.200281 -1.92 1.99 -1.21
H 0.021923 -2.629476 -0.057819 -2.28 -1.72 0.63
Br 3.922243 -0.783687 0.069884 -0.19 0.13 -0.04
H 2.477701 -0.498296 -0.108387 0.18 -0.06 0.07

***

Record 4
18
Properties=species:S:1:pos:R:3:forces:R:3 method="wB97M-V/def2-TZVPD" homo_energy_ha=-0.3315 multiplicity=1 e_tot_ha=-1566.161691 e_above_lowest_kcal_mol=8.0 e_lumo_ev=0.67 homo_lumo_gap_ev=9.7 max_force_ev_per_a=3.89 smiles=CNP(NCO)C(Cl)Cl
C -0.225200 -0.647732 2.512748 -1.21 0.60 -1.51
N 0.396067 -0.413608 1.201406 1.23 1.66 -1.01
P -0.560476 0.649450 0.245396 1.40 -0.92 -1.09
N 0.181340 0.074560 -1.259635 -2.26 3.09 0.66
C -0.249547 0.486044 -2.578480 -0.23 0.66 0.93
O -1.495912 -0.047545 -2.992546 0.64 -0.10 -0.21
C 0.479110 2.225663 0.489005 -0.85 0.10 -1.67
Cl 1.241929 2.360521 2.019700 0.28 0.56 0.84
Cl -0.437646 3.661127 -0.080640 -0.48 0.24 0.56
H 0.204044 -1.540085 2.837901 0.04 -1.64 1.06
H -0.130669 0.112183 3.246966 0.65 0.94 0.67
H -1.347131 -0.660788 2.337428 1.31 -0.69 0.19
H 1.453257 -0.116641 1.108284 -2.74 -1.01 1.01
H 0.782853 -0.655435 -1.064731 1.23 -1.87 -0.27
H -0.249380 1.589424 -2.672048 -0.41 -0.23 0.51
H 0.487331 0.240187 -3.291999 0.73 -0.97 -0.83
H -2.165667 0.374441 -2.460895 -0.45 0.12 0.21
H 1.180273 2.241018 -0.314392 1.13 -0.56 -0.03

***

Record 5
16
Properties=species:S:1:pos:R:3:forces:R:3 method="wB97M-V/def2-TZVPD" homo_energy_ha=-0.3316 multiplicity=1 e_tot_ha=-1670.985064 e_above_lowest_kcal_mol=0.0 e_lumo_ev=0.48 homo_lumo_gap_ev=9.5 max_force_ev_per_a=3.23 smiles=C[Si](C)(C)P(Cl)Cl
C 0.538960 -1.663980 -0.565372 0.55 -2.47 -2.00
Si -0.072591 0.022541 -0.034383 1.50 0.36 0.07
C 1.161624 1.126955 -1.123148 -1.29 0.72 0.41
C 0.006050 0.410079 1.831005 -1.27 -2.01 1.44
P -2.158021 0.291233 -0.917140 -0.11 0.00 0.02
Cl -3.179414 -1.199971 0.075614 0.15 -0.53 -0.08
Cl -2.724024 1.777633 0.375368 -0.03 0.79 0.03
H 0.343560 -2.686913 -0.097233 -0.18 1.68 -0.08
H 0.218341 -1.870588 -1.691592 0.54 0.69 2.09
H 1.667700 -1.627548 -0.633692 -1.05 0.16 0.13
H 2.096481 1.422423 -0.627135 -0.44 0.00 0.26
H 1.482786 0.496896 -1.936311 -0.08 -0.29 -0.48
H 0.685523 2.050820 -1.575722 0.53 -0.98 0.61
H 0.606511 -0.297977 2.488334 -0.21 0.74 -1.25
H 0.311487 1.399467 2.042717 0.65 1.14 -0.02
H -0.984970 0.348937 2.388695 0.74 -0.02 -1.15

***

Record 6
14
Properties=species:S:1:pos:R:3:forces:R:3 method="wB97M-V/def2-TZVPD" homo_energy_ha=-0.4993 multiplicity=1 e_tot_ha=-273.935368 e_above_lowest_kcal_mol=58.9 e_lumo_ev=-3.97 charge=+1 homo_lumo_gap_ev=9.6 max_force_ev_per_a=5.67
C -0.020164 -1.561434 -0.405085 -3.79 0.36 -0.20
C 1.228373 0.918863 1.254715 -3.93 -0.71 -4.02
C -0.478517 -0.240543 0.118589 4.51 0.17 0.39
N -0.875330 0.742788 -0.889150 0.80 2.65 2.92
F 0.970309 2.104840 0.665577 0.49 0.01 0.34
H 0.060922 -2.240436 0.380240 0.82 -0.98 1.42
H 0.772653 -1.483552 -1.012950 3.42 0.09 -1.81
H -0.764752 -2.093420 -1.050846 -0.10 0.68 0.31
H 0.942083 0.794567 2.221165 -0.87 0.20 2.70
H 2.034667 0.401348 0.897230 2.19 -0.81 -0.93
H -1.027169 -0.324195 0.966722 -2.31 0.29 1.94
H -1.702332 1.270945 -0.490688 0.92 -0.57 -1.12
H -1.087979 0.230798 -1.712076 -0.29 0.07 -1.49
H -0.052764 1.479431 -0.943444 -1.85 -1.45 -0.45